Record 1
Density functional theory data (ωB97M-V/def2-TZVPD) for a cluster of 2 separate species, C3H3NO3 in total.

Cartesian coordinates (Å):
C -0.371 -0.897 0.259
N -4.950 -0.419 0.193
O -3.976 -1.085 0.278
O -3.806 1.178 -0.429
H -1.109 -1.750 0.483
H 0.406 -0.775 1.181
C -2.585 0.526 -0.384
O -6.062 -0.025 0.056
H 0.096 -1.116 -0.707
C -1.516 0.197 0.119

As for the HOMO energy (spin up / spin down): -9.1 / -8.8 eV. For the energy relative to the best compared isomer or geometry (same formula, charge and spin), the calculation gives 9.978 eV. The calculation puts the gap between HOMO and LUMO (spin up / spin down) at 0.298 / 0.270 Ha. As for the multiplicity: 1. The calculated total energy is -396.25775 a.u.

***

Record 2
Density functional theory data (ωB97M-V/def2-TZVPD) for an isolated molecule of C3H3NO3.

Cartesian coordinates (Å):
N -0.723 1.403 -0.495
H 2.593 -0.848 -0.307
C -1.655 -0.638 0.312
C -0.519 0.185 -0.252
O 1.929 0.613 0.959
H 0.089 1.900 -0.860
O -1.527 -1.766 0.707
C 1.798 -0.218 0.110
H -2.616 -0.091 0.338
O 0.631 -0.540 -0.512

As for the structure (SMILES): [H]/N=C(/C=O)OC=O. As for the HOMO energy: -10.7 eV. For the energy relative to the best compared isomer or geometry (same formula, charge and spin), the calculation gives 1.603 eV. The calculation puts the gap between HOMO and LUMO at 0.379 Ha. As for the multiplicity: 1. The calculated total energy is -396.56553 a.u.

***

Record 3
Density functional theory data (ωB97M-V/def2-TZVPD) for an isolated molecule of C3H3NO3.

Cartesian coordinates (Å):
O -2.294 0.040 -0.021
O 2.196 -0.608 0.145
N -1.334 -0.847 -0.043
C -0.121 -0.265 -0.024
H 1.001 -2.245 -0.396
H -0.946 1.791 0.669
H -3.073 -0.718 -0.024
O 0.950 1.588 -0.297
C -0.016 1.173 0.280
C 1.061 -1.084 -0.017

As for the structure (SMILES): O=CC(C=O)=NO. As for the HOMO energy: -9.6 eV. For the energy relative to the best compared isomer or geometry (same formula, charge and spin), the calculation gives 5.103 eV. The calculation puts the gap between HOMO and LUMO at 0.324 Ha. As for the multiplicity: 1. The calculated total energy is -396.43688 a.u.